# 1
Molecular formula: C30H30N7O2STi
Method: DFT, the ωB97M-V functional and the def2-TZVPD basis

Last column: Löwdin charge in e.
Atoms and positions in Å:
Ti (-0.233, 0.863, 0.589)  1.211
N (-0.233, 4.539, 2.735)  0.170
C (-1.399, 5.282, 2.748)  -0.239
C (-1.387, 6.592, 3.346)  0.063
C (-2.614, 6.995, 3.952)  -0.035
C (-3.763, 6.305, 3.690)  -0.051
C (-3.758, 5.121, 2.941)  -0.056
C (-2.535, 4.542, 2.567)  -0.468
S (-2.564, 3.123, 1.563)  1.050
N (-0.934, 2.673, 1.449)  -0.360
C (-0.043, 3.284, 2.279)  -0.265
C (1.073, 2.470, 2.642)  -0.156
C (2.110, 2.885, 3.475)  0.055
C (3.212, 2.084, 3.701)  0.038
C (3.179, 0.796, 3.210)  0.016
C (2.070, 0.359, 2.547)  -0.049
N (1.109, 1.199, 2.114)  -0.005
H (0.629, 4.971, 3.064)  0.168
H (-0.464, 7.155, 3.403)  0.123
H (-2.611, 7.876, 4.619)  0.138
H (-4.735, 6.732, 3.995)  0.141
H (-4.705, 4.574, 2.747)  0.132
H (2.108, 3.847, 3.925)  0.124
H (4.009, 2.410, 4.368)  0.151
H (3.969, 0.118, 3.487)  0.140
H (1.906, -0.658, 2.243)  0.131
N (-2.474, 1.507, -2.880)  0.266
C (-1.620, 1.540, -1.892)  -0.486
O (-1.770, 0.836, -0.869)  -0.102
C (-0.417, 2.392, -1.963)  -0.149
C (0.751, 1.985, -1.018)  -0.167
H (-3.247, 0.834, -2.845)  0.164
H (-2.308, 1.933, -3.785)  0.158
H (-0.739, 3.445, -1.735)  0.157
H (-0.029, 2.404, -2.975)  0.129
H (1.416, 2.784, -0.662)  0.078
H (1.307, 1.210, -1.602)  0.056
C (-3.603, -0.835, 1.136)  0.022
C (-2.420, -0.894, 2.006)  -0.304
C (-2.632, -1.550, 3.408)  0.057
O (-1.388, -0.200, 1.741)  -0.117
H (-3.853, -1.889, 1.031)  0.124
H (-3.392, -0.285, 0.203)  0.085
H (-4.469, -0.501, 1.707)  0.132
H (-2.850, -0.809, 4.189)  0.122
H (-1.665, -1.998, 3.634)  0.100
H (-3.397, -2.296, 3.264)  0.094
N (2.994, -4.536, -3.240)  0.136
C (3.062, -5.635, -4.059)  -0.157
C (3.869, -5.803, -5.169)  -0.006
C (3.346, -6.696, -6.088)  -0.060
C (2.108, -7.329, -5.947)  -0.041
C (1.335, -7.214, -4.783)  0.000
C (1.733, -6.219, -3.947)  -0.207
N (0.985, -5.476, -3.020)  0.191
C (1.762, -4.457, -2.685)  -0.282
C (1.335, -3.285, -1.848)  -0.077
C (2.272, -2.305, -1.523)  0.035
C (1.881, -1.093, -0.911)  -0.071
N (0.616, -0.929, -0.403)  -0.063
C (-0.265, -1.859, -0.784)  -0.140
C (0.014, -3.033, -1.441)  0.035
H (3.758, -3.865, -3.121)  0.163
H (4.776, -5.230, -5.361)  0.123
H (3.996, -7.017, -6.876)  0.113
H (1.721, -7.955, -6.731)  0.112
H (0.435, -7.785, -4.505)  0.135
H (3.275, -2.453, -1.868)  0.109
H (2.541, -0.261, -0.820)  0.107
H (-1.299, -1.584, -0.688)  0.097
H (-0.845, -3.733, -1.676)  0.159

Calculated values
frontier orbital gap (spin up / spin down)	3.7 / 3.7	eV
charge	+3


# 2
Molecular formula: C30H30N7ReSSe
Method: DFT, the ωB97M-V functional and the def2-TZVPD basis

Last column: Löwdin spin population.
Atoms and positions in Å:
Re (0.224, 0.006, 0.791)  0.899
C (2.193, 0.286, 3.193)  0.001
C (1.966, 1.689, 2.678)  0.001
N (0.603, 1.806, 2.085)  0.003
C (-0.509, 2.055, 3.048)  0.002
C (-0.947, 0.816, 3.809)  0.009
S (-1.090, -0.667, 2.729)  0.023
C (0.025, -1.879, 3.530)  0.001
C (1.370, -2.007, 2.818)  0.005
N (1.793, -0.728, 2.161)  0.006
H (1.607, 0.098, 4.088)  0.000
H (3.238, 0.143, 3.467)  0.000
H (2.680, 1.923, 1.887)  0.000
H (2.108, 2.420, 3.476)  0.000
H (0.626, 2.623, 1.477)  0.003
H (-1.344, 2.438, 2.462)  0.000
H (-0.220, 2.835, 3.756)  0.000
H (-1.934, 0.986, 4.237)  0.000
H (-0.283, 0.568, 4.633)  0.000
H (-0.502, -2.831, 3.486)  0.000
H (0.111, -1.603, 4.580)  0.000
H (1.304, -2.764, 2.037)  0.001
H (2.136, -2.319, 3.531)  0.001
H (2.632, -0.964, 1.638)  0.002
Se (0.002, 5.064, -4.999)  0.000
N (1.314, 4.143, -4.253)  -0.001
C (0.789, 3.452, -3.272)  0.000
C (1.556, 2.559, -2.417)  0.001
C (2.927, 2.337, -2.570)  0.018
C (3.565, 1.453, -1.721)  -0.001
C (2.827, 0.806, -0.743)  0.014
N (1.513, 1.003, -0.580)  0.002
C (0.885, 1.880, -1.403)  0.006
C (-0.542, 2.044, -1.203)  0.003
N (-1.098, 1.321, -0.195)  -0.003
C (-2.417, 1.411, 0.011)  0.011
C (-3.234, 2.228, -0.757)  -0.001
C (-2.676, 2.974, -1.775)  0.013
C (-1.300, 2.884, -2.013)  0.001
C (-0.620, 3.611, -3.074)  0.000
N (-1.227, 4.432, -3.895)  -0.001
H (3.464, 2.859, -3.352)  0.001
H (4.624, 1.251, -1.809)  0.000
H (3.305, 0.095, -0.083)  0.000
H (-2.823, 0.799, 0.805)  0.000
H (-4.295, 2.266, -0.551)  0.000
H (-3.279, 3.623, -2.398)  0.000
C (-1.619, -5.206, 1.039)  0.002
C (-0.346, -5.056, 0.502)  0.000
C (0.085, -3.810, 0.067)  0.000
C (-0.769, -2.726, 0.194)  0.012
C (-2.046, -2.858, 0.715)  0.000
C (-2.468, -4.112, 1.139)  0.000
N (-0.298, -1.427, -0.287)  -0.048
C (-0.446, -1.254, -1.726)  0.011
C (-1.717, -1.084, -2.259)  0.000
C (-1.856, -0.915, -3.627)  0.001
C (-0.739, -0.957, -4.457)  0.002
C (0.521, -1.175, -3.917)  0.000
C (0.673, -1.318, -2.544)  0.001
H (-1.955, -6.181, 1.365)  0.000
H (0.308, -5.912, 0.406)  0.000
H (1.066, -3.687, -0.379)  0.000
H (-2.714, -2.007, 0.770)  0.000
H (-3.467, -4.233, 1.535)  0.000
H (-2.589, -1.087, -1.617)  0.000
H (-2.841, -0.776, -4.052)  0.000
H (-0.857, -0.852, -5.527)  0.000
H (1.382, -1.261, -4.566)  0.000
H (1.644, -1.531, -2.119)  0.000

Calculated values
<S²>	0.773
frontier orbital gap (spin up / spin down)	7.0 / 6.3	eV
charge	+3
2S+1	2


# 3
Molecular formula: C30H30N8O3PPdS2
Method: DFT, the ωB97M-V functional and the def2-TZVPD basis

Last column: Löwdin spin population.
Atoms and positions in Å:
Pd (1.934, 1.246, 0.508)  0.802
C (7.037, 4.387, 1.483)  0.000
C (6.279, 3.093, 1.700)  0.000
O (4.892, 3.295, 1.341)  0.001
P (3.703, 2.700, 2.219)  0.001
S (2.031, 3.587, 1.522)  -0.073
S (3.750, 0.675, 2.166)  -0.064
O (3.976, 3.029, 3.738)  -0.003
C (3.677, 4.258, 4.437)  -0.001
C (4.916, 5.112, 4.622)  0.000
H (8.102, 4.210, 1.606)  0.000
H (6.729, 5.146, 2.197)  0.000
H (6.861, 4.762, 0.480)  0.000
H (6.341, 2.768, 2.743)  0.000
H (6.668, 2.300, 1.055)  0.000
H (3.287, 3.930, 5.402)  0.000
H (2.901, 4.810, 3.896)  -0.001
H (5.714, 4.536, 5.085)  0.000
H (4.668, 5.944, 5.277)  0.000
H (5.267, 5.514, 3.673)  0.000
C (-9.945, -5.594, -1.742)  0.000
O (-8.622, -6.066, -1.578)  0.000
C (-7.607, -5.250, -1.369)  0.000
C (-6.339, -5.874, -1.238)  0.000
C (-5.215, -5.135, -1.015)  0.000
C (-5.285, -3.724, -0.904)  0.000
C (-6.553, -3.107, -1.041)  0.000
C (-7.682, -3.844, -1.266)  0.000
C (-4.145, -2.929, -0.638)  0.000
N (-4.137, -1.596, -0.510)  0.000
C (-2.888, -1.240, -0.219)  0.001
C (-2.056, -2.399, -0.161)  0.000
N (-2.870, -3.438, -0.435)  0.000
C (-0.685, -2.360, 0.171)  0.002
C (0.142, -3.464, 0.319)  -0.003
C (1.462, -3.272, 0.721)  0.003
C (1.912, -1.976, 0.940)  0.004
N (1.163, -0.907, 0.755)  0.068
C (-0.152, -1.039, 0.404)  0.004
C (-0.950, 0.120, 0.335)  0.006
N (-0.365, 1.328, 0.594)  0.093
C (-1.105, 2.431, 0.645)  0.004
C (-2.464, 2.438, 0.410)  0.004
C (-3.100, 1.227, 0.090)  -0.005
C (-2.355, 0.066, 0.052)  0.003
H (-10.549, -6.482, -1.921)  0.000
H (-10.025, -4.920, -2.598)  0.000
H (-10.302, -5.086, -0.842)  0.000
H (-6.300, -6.948, -1.314)  0.000
H (-4.271, -5.647, -0.919)  0.000
H (-6.600, -2.034, -0.950)  0.000
H (-8.636, -3.350, -1.352)  0.000
H (-2.599, -4.408, -0.452)  0.000
H (-0.239, -4.461, 0.154)  0.000
H (2.119, -4.108, 0.878)  0.000
H (2.917, -1.797, 1.304)  0.001
H (-0.578, 3.343, 0.907)  0.001
H (-3.027, 3.353, 0.487)  0.001
H (-4.157, 1.188, -0.118)  0.000
N (2.040, 2.663, -3.650)  0.000
C (1.145, 3.640, -3.332)  0.003
C (0.819, 3.452, -2.017)  0.004
N (1.498, 2.382, -1.538)  0.060
C (2.238, 1.914, -2.537)  0.002
C (3.090, 0.776, -2.358)  0.002
N (3.230, 0.203, -1.166)  0.069
C (4.089, -0.833, -1.326)  0.005
C (4.477, -0.900, -2.635)  0.003
N (3.841, 0.121, -3.276)  0.000
H (2.482, 2.551, -4.549)  0.000
H (0.815, 4.371, -4.044)  0.000
H (0.150, 4.015, -1.397)  0.000
H (4.376, -1.455, -0.503)  0.000
H (5.134, -1.571, -3.149)  0.001
H (3.930, 0.326, -4.259)  0.000

Calculated values
<S²>	0.786
frontier orbital gap (spin up / spin down)	3.2 / 3.7	eV
charge	+2
2S+1	2


The records above give, respectively, max |F| values of 0.0770; 0.0069; 0.0431 Eh/bohr.
The records above give, respectively, energy above the lowest of the compared OMol25 structures with the same formula, charge and spin values of 0.587; 0.000; 1.025 eV.